[1]
21
Properties=species:S:1:pos:R:3:lowdin_charge:R:1 method="wB97M-V/def2-TZVPD" spin_multiplicity=1 max_force_ev_per_a=6.49 gap_ha="0.251 / 0.251"
O -1.39 0.10 -1.38 -0.018
N -1.05 0.70 -0.15 -0.221
C -3.15 0.56 1.71 0.071
C 1.77 -0.62 -1.21 -0.172
C 1.08 -1.87 0.88 -0.182
C -2.56 0.82 0.68 -0.015
C 1.21 -0.54 0.18 -0.385
C -0.57 2.07 -0.29 -0.051
H 2.04 -2.41 0.91 0.058
H 1.82 0.35 -1.70 0.055
H -1.35 2.68 -0.73 0.096
H 0.35 2.08 -0.88 0.086
H -3.83 0.43 2.51 0.015
H -0.57 -0.31 -1.69 0.076
H -0.29 -0.06 0.47 0.152
H 0.77 -1.77 1.92 0.062
H 2.79 -1.04 -1.22 0.070
H -0.35 2.45 0.71 0.101
H 1.72 0.21 0.79 0.073
H 0.38 -2.53 0.35 0.065
H 1.17 -1.29 -1.84 0.064

[2]
21
Properties=species:S:1:pos:R:3:lowdin_charge:R:1 method="wB97M-V/def2-TZVPD" spin_multiplicity=1 max_force_ev_per_a=2.61 smiles="CCCN(C)CC=O" gap_ha=0.369
O 2.53 2.60 1.85 0.040
N 0.26 0.29 0.60 -0.209
C -0.78 -0.28 1.52 -0.072
C 1.77 1.66 1.85 -0.239
C 0.53 1.72 0.97 -0.151
C 0.30 -1.07 -1.53 -0.235
C -0.93 -1.85 -2.01 -0.112
C -0.21 0.23 -0.82 -0.220
H -1.55 -1.24 -2.65 0.070
H -1.18 -1.15 1.02 0.071
H -1.30 0.21 -0.86 0.100
H 0.87 -1.70 -0.85 0.103
H 0.83 2.27 0.08 0.114
H 1.08 -0.66 -2.17 0.098
H -0.31 2.17 1.51 0.119
H -0.20 -0.44 2.42 0.080
H -0.60 -2.78 -2.50 0.073
H 2.04 0.69 2.32 0.123
H -1.66 0.34 1.70 0.082
H -0.05 1.15 -1.36 0.102
H -1.42 -2.13 -1.08 0.063

[3]
21
Properties=species:S:1:pos:R:3:lowdin_charge:R:1 method="wB97M-V/def2-TZVPD" spin_multiplicity=1 max_force_ev_per_a=4.66 gap_ha=0.224
O 1.60 0.01 -1.59 -0.102
N 0.17 1.63 -0.71 0.042
C -1.21 -1.56 0.72 -0.231
C -0.37 1.51 1.65 -0.068
C 0.96 1.10 -1.60 -0.531
C 0.05 0.68 0.50 -0.409
C -0.07 -2.57 0.85 -0.082
C -0.99 -0.23 -0.04 -0.121
H -0.61 0.96 2.58 0.079
H 0.02 -3.06 -0.13 0.085
H -1.63 -1.31 1.69 0.124
H -2.07 -2.06 0.25 0.113
H 0.97 0.08 0.47 0.128
H -0.69 -0.70 -1.95 0.319
H -2.01 0.12 -0.12 0.138
H -0.31 -3.35 1.57 0.076
H -0.60 -0.63 -1.13 0.076
H 0.87 -2.06 1.08 0.078
H -1.16 2.25 1.48 0.087
H 0.41 2.18 2.02 0.089
H 1.02 1.70 -2.55 0.112

[4]
21
Properties=species:S:1:pos:R:3:lowdin_charge:R:1 method="wB97M-V/def2-TZVPD" spin_multiplicity=1 max_force_ev_per_a=5.27 smiles="CCCN(C)CC=O" gap_ha=0.381
O -0.80 1.15 3.79 0.046
N -0.04 0.38 0.54 -0.231
C -1.04 -1.27 -1.04 -0.226
C 0.47 0.33 1.87 -0.248
C -0.35 1.31 2.68 -0.251
C 0.79 1.32 -0.16 -0.133
C 0.14 -1.04 0.01 -0.184
C -0.47 -0.84 -2.40 -0.154
H 1.64 0.44 1.99 0.157
H 0.22 0.01 -2.28 0.029
H 0.43 2.40 -0.03 0.105
H -1.55 -2.21 -1.17 0.093
H 0.32 1.31 -1.23 0.089
H 1.87 1.09 -0.23 0.101
H -1.16 -0.64 -3.21 0.067
H 0.06 -2.01 0.70 0.146
H -1.77 -0.47 -0.85 0.099
H 1.13 -1.21 -0.54 0.122
H 0.30 -1.62 -2.75 0.094
H -0.45 2.32 2.04 0.145
H 0.27 -0.74 2.28 0.134